[1]
Here is 15 unconnected molecules or ions with the total composition C76H197N15O23 in a non-equilibrium geometry from the OMol25 dataset. Energies are from ωB97M-V/def2-TZVPD.

## Properties
- Charge: 0
- Maximum force: 4.09 eV/A
- Kohn-Sham gap: 8.763 eV
- HOMO: -8.44 eV
- Relative energy (zero: lowest compared OMol25 entry of this formula, charge and spin): 270.8 kcal/mol

The geometry in XYZ format:
```
311
Properties=species:S:1:pos:R:3:lowdin_charge:R:1
C -11.991 9.541 1.134 -0.1186
O -10.736 8.992 1.515 -0.2025
C -10.753 7.572 1.734 -0.2070
C -9.432 7.009 2.313 -0.2064
N -9.510 5.590 2.580 -0.0838
C -8.261 5.106 3.201 -0.1691
C -6.979 5.251 2.365 -0.2796
O -6.195 6.215 2.895 -0.1694
C -5.057 6.444 2.086 -0.1064
H -12.305 9.208 0.144 0.0780
H -12.035 10.620 0.991 0.0840
H -12.737 9.220 1.860 0.0819
H -10.988 7.204 0.735 0.1150
H -11.621 7.322 2.343 0.1142
H -9.324 7.539 3.259 0.1220
H -8.611 7.376 1.698 0.1150
H -10.088 4.943 2.064 0.1113
H -8.437 4.044 3.371 0.1108
H -8.266 5.640 4.152 0.1193
H -7.200 5.406 1.309 0.1249
H -6.404 4.338 2.519 0.1155
H -5.223 6.825 1.078 0.0939
H -4.319 5.643 2.034 0.0774
H -4.435 7.167 2.614 0.0800
C -1.046 2.727 1.496 -0.0535
O -0.982 1.249 1.418 -0.2240
C -1.502 0.526 2.508 -0.2101
C -1.481 -1.012 2.160 -0.2314
N -0.154 -1.433 1.957 -0.0149
C -0.098 -2.837 1.428 -0.1726
C -0.570 -3.117 0.068 -0.1817
O 0.456 -2.969 -0.965 -0.2307
C 0.934 -1.642 -1.216 -0.0785
H -0.090 2.981 1.954 0.0655
H -1.833 3.170 2.107 0.0753
H -1.080 3.085 0.467 0.0598
H -2.445 0.906 2.901 0.1205
H -0.717 0.535 3.264 0.0994
H -2.241 -1.002 1.379 0.1032
H -2.011 -1.516 2.969 0.1185
H 0.275 -0.851 1.252 0.0663
H -0.728 -3.429 2.092 0.1108
H 0.931 -3.187 1.512 0.1070
H -1.378 -2.442 -0.211 0.1106
H -0.713 -4.167 -0.188 0.1124
H 1.792 -1.759 -1.878 0.0712
H 1.385 -1.153 -0.353 0.0746
H 0.288 -1.048 -1.863 0.0798
C -3.852 -4.201 -2.368 -0.0597
O -4.120 -4.541 -0.979 -0.1940
C -4.431 -3.445 -0.203 -0.2496
C -4.902 -4.004 1.194 -0.2220
N -3.681 -4.357 1.873 -0.0450
C -4.106 -4.954 3.138 -0.1950
C -2.780 -5.140 4.067 -0.1613
O -3.082 -5.974 5.215 -0.1765
C -3.904 -5.218 6.076 -0.1433
H -4.746 -4.089 -2.982 0.0872
H -3.279 -5.033 -2.778 0.0752
H -3.226 -3.310 -2.336 0.0790
H -5.225 -2.869 -0.676 0.1177
H -3.615 -2.759 0.022 0.0934
H -5.662 -4.761 0.999 0.1166
H -5.577 -3.313 1.698 0.1141
H -3.425 -5.199 1.378 0.1086
H -4.560 -5.925 2.942 0.1197
H -4.900 -4.433 3.673 0.0963
H -2.333 -4.165 4.260 0.1051
H -2.032 -5.695 3.501 0.1103
H -3.968 -5.721 7.040 0.0871
H -4.876 -5.038 5.616 0.0739
H -3.564 -4.245 6.431 0.0813
C 5.519 -1.506 -5.206 -0.0857
O 5.527 -1.965 -3.827 -0.2330
C 4.865 -1.013 -2.953 -0.1729
C 5.316 -1.226 -1.485 -0.2157
N 6.722 -1.059 -1.312 -0.0468
C 7.166 -1.551 0.016 -0.1714
C 8.696 -1.640 -0.092 -0.1995
O 9.234 -1.583 1.214 -0.1993
C 9.650 -0.345 1.766 -0.0979
H 6.118 -0.596 -5.219 0.0886
H 4.551 -1.381 -5.690 0.0810
H 5.986 -2.222 -5.882 0.0754
H 3.794 -1.132 -3.115 0.1024
H 5.200 -0.019 -3.250 0.1052
H 5.051 -2.264 -1.288 0.0965
H 4.721 -0.605 -0.815 0.1106
H 7.189 -1.602 -2.025 0.0526
H 6.642 -2.451 0.339 0.0899
H 6.799 -0.875 0.789 0.1149
H 8.923 -0.761 -0.696 0.1135
H 8.989 -2.499 -0.696 0.1128
H 8.735 0.112 2.145 0.0782
H 10.266 0.209 1.057 0.0893
H 10.163 -0.470 2.720 0.0814
C 3.020 7.288 -3.269 -0.1070
O 1.634 7.489 -3.461 -0.2194
C 0.777 6.339 -3.639 -0.1931
C -0.391 6.567 -4.634 -0.1936
N -1.469 7.375 -4.100 -0.0621
C -2.250 6.884 -2.883 -0.1354
C -3.231 5.644 -3.157 -0.1603
O -3.988 5.499 -1.937 -0.2159
C -4.251 4.185 -1.468 -0.0944
H 3.466 7.096 -4.246 0.0840
H 3.199 6.352 -2.741 0.0716
H 3.407 8.131 -2.697 0.0911
H 0.587 5.931 -2.647 0.0957
H 1.420 5.577 -4.080 0.0981
H -0.854 5.629 -4.940 0.0998
H 0.073 6.939 -5.548 0.1184
H -1.265 8.360 -4.014 0.1001
H -2.910 7.694 -2.571 0.1113
H -1.664 6.791 -1.969 0.0701
H -2.616 4.766 -3.354 0.0989
H -3.937 5.902 -3.947 0.1144
H -5.100 3.743 -1.989 0.0911
H -4.643 4.253 -0.453 0.0729
H -3.318 3.634 -1.346 0.0655
C -2.680 1.034 -2.262 -0.0881
O -3.660 0.076 -2.700 -0.2183
C -4.004 -0.078 -4.134 -0.1610
C -4.614 1.215 -4.691 -0.2258
N -4.996 1.137 -6.096 -0.0448
C -3.833 1.353 -6.918 -0.1899
C -3.250 2.837 -6.877 -0.1925
O -4.366 3.627 -7.215 -0.2147
C -4.138 4.940 -7.565 -0.1235
H -2.661 1.950 -2.853 0.0596
H -1.772 0.464 -2.070 0.0741
H -3.039 1.411 -1.304 0.0736
H -4.700 -0.884 -4.366 0.1184
H -3.057 -0.350 -4.599 0.1045
H -3.987 2.045 -4.365 0.0838
H -5.540 1.328 -4.128 0.1237
H -5.653 1.867 -6.329 0.1044
H -4.225 1.242 -7.929 0.1107
H -3.059 0.585 -6.923 0.1107
H -2.398 3.091 -7.508 0.1133
H -2.823 3.153 -5.925 0.0939
H -5.159 5.135 -7.893 0.0972
H -3.644 5.066 -8.528 0.0863
H -3.699 5.559 -6.782 0.0876
C 3.237 -8.087 -7.868 -0.1808
O 4.201 -7.166 -7.604 -0.1698
C 3.820 -5.789 -7.539 -0.1619
C 2.883 -5.474 -6.345 -0.2441
N 3.422 -5.512 -5.024 -0.0451
C 2.690 -4.681 -4.073 -0.1788
C 1.144 -4.755 -4.110 -0.1887
O 0.537 -4.057 -5.239 -0.1871
C -0.792 -3.748 -4.880 -0.1291
H 3.605 -9.106 -7.989 0.0861
H 2.738 -7.909 -8.821 0.0888
H 2.457 -8.354 -7.155 0.0797
H 3.402 -5.487 -8.499 0.1212
H 4.728 -5.260 -7.248 0.1158
H 2.041 -6.143 -6.524 0.1112
H 2.439 -4.479 -6.387 0.1121
H 3.114 -6.467 -4.908 0.1083
H 2.987 -3.642 -4.216 0.1185
H 2.928 -5.026 -3.066 0.0983
H 0.714 -4.490 -3.143 0.0943
H 0.754 -5.772 -4.127 0.1203
H -1.361 -4.554 -4.417 0.0764
H -1.364 -3.523 -5.780 0.0856
H -0.904 -2.848 -4.275 0.0815
C 3.496 6.382 4.873 -0.1003
O 2.668 5.564 4.079 -0.2084
C 3.161 5.245 2.831 -0.2346
C 4.161 4.053 2.722 -0.1542
N 3.574 2.720 2.388 -0.0598
C 2.624 2.055 3.269 -0.2027
C 2.322 0.650 2.903 -0.2209
O 3.505 -0.174 2.953 -0.1615
C 3.108 -1.542 2.823 -0.1089
H 3.562 7.427 4.567 0.0922
H 4.451 5.948 5.169 0.0886
H 3.035 6.539 5.848 0.0844
H 3.571 6.118 2.322 0.1201
H 2.322 5.022 2.171 0.1086
H 4.824 4.133 3.583 0.1073
H 4.796 4.307 1.872 0.1053
H 4.348 2.148 2.081 0.1073
H 1.829 2.761 3.511 0.1044
H 3.040 2.014 4.276 0.1193
H 1.908 0.583 1.897 0.1042
H 1.609 0.310 3.654 0.1067
H 2.326 -1.797 3.538 0.0816
H 3.973 -2.168 3.043 0.0822
H 2.792 -2.001 1.886 0.0656
C -0.033 3.859 7.040 -0.0691
C -0.588 3.887 5.596 -0.3724
C -2.170 3.821 5.432 -0.1969
O -2.742 2.575 5.571 -0.1735
C -3.966 2.570 6.223 -0.1321
N -0.110 5.153 5.098 0.0276
H -0.490 3.107 7.683 0.0561
H -0.406 4.725 7.588 0.0725
H 1.026 3.929 7.288 0.0782
H -0.086 3.113 5.016 0.1089
H -2.525 4.312 4.526 0.1115
H -2.618 4.511 6.147 0.1163
H -4.079 2.989 7.223 0.0974
H -4.323 1.548 6.098 0.0892
H -4.796 2.935 5.618 0.0780
H -0.230 5.376 4.121 0.0495
H 0.876 5.353 5.180 0.0413
C 0.837 7.101 0.173 -0.0811
C -0.235 6.756 1.185 -0.3827
C -1.044 8.065 1.517 -0.2269
O -1.835 8.735 0.555 -0.1921
C -2.483 9.904 1.227 -0.0450
N -1.212 5.940 0.470 0.0714
H 0.346 7.640 -0.638 0.0789
H 1.350 6.237 -0.249 0.0797
H 1.535 7.889 0.456 0.0877
H 0.258 6.286 2.035 0.1109
H -0.269 8.780 1.792 0.1173
H -1.662 7.874 2.395 0.1147
H -2.192 10.843 0.755 0.0844
H -2.201 9.951 2.278 0.0759
H -3.569 9.823 1.270 0.0805
H -1.964 6.557 0.198 0.0497
H -0.640 5.938 -0.362 0.0223
C 0.492 0.452 7.335 -0.0488
C 0.775 -0.941 7.925 -0.3822
C -0.488 -1.633 8.532 -0.1804
O -0.912 -0.904 9.686 -0.1761
C -1.881 -1.574 10.387 -0.1564
N 1.449 -1.783 6.890 0.0245
H 0.621 1.303 8.005 0.0665
H -0.551 0.572 7.041 0.0709
H 0.917 0.370 6.334 0.0606
H 1.521 -0.772 8.702 0.1241
H -0.349 -2.703 8.681 0.1178
H -1.321 -1.566 7.833 0.1167
H -2.667 -1.838 9.679 0.0804
H -2.415 -0.966 11.117 0.0888
H -1.567 -2.496 10.877 0.0882
H 2.101 -1.275 6.308 0.0492
H 1.964 -2.547 7.304 0.0632
C -2.247 -8.776 -1.165 -0.0730
C -1.577 -10.111 -0.752 -0.3895
C -2.413 -10.807 0.367 -0.2109
O -2.277 -10.288 1.688 -0.2105
C -1.096 -10.623 2.485 -0.0573
N -1.613 -10.919 -1.994 0.0198
H -2.225 -8.052 -0.351 0.0695
H -3.277 -8.909 -1.495 0.0726
H -1.734 -8.336 -2.020 0.0676
H -0.549 -9.928 -0.440 0.1153
H -2.343 -11.889 0.480 0.1112
H -3.441 -10.825 0.004 0.1178
H -0.984 -9.815 3.208 0.0896
H -0.282 -10.615 1.760 0.0658
H -1.155 -11.633 2.891 0.0804
H -2.420 -10.822 -2.592 0.0605
H -1.784 -11.886 -1.755 0.0521
C 1.574 2.220 -1.021 -0.0553
C 3.042 2.191 -1.453 -0.4450
C 3.338 2.335 -2.975 -0.1777
O 2.815 1.262 -3.714 -0.2002
C 1.984 1.580 -4.831 -0.0896
N 3.653 3.260 -0.751 0.0540
H 1.183 3.197 -1.306 0.0695
H 1.270 1.923 -0.018 0.0604
H 0.986 1.656 -1.746 0.0659
H 3.171 1.178 -1.071 0.1148
H 4.413 2.493 -3.064 0.1188
H 2.856 3.246 -3.331 0.1081
H 2.143 0.879 -5.651 0.0826
H 2.357 2.431 -5.401 0.0794
H 0.937 1.754 -4.583 0.0840
H 4.653 3.185 -0.870 0.0748
H 3.490 3.126 0.236 0.0312
C 6.866 -6.701 -2.252 -0.1064
C 6.953 -5.274 -2.110 -0.4089
C 7.908 -4.664 -3.190 -0.1666
O 8.043 -3.281 -2.924 -0.2595
C 8.595 -2.395 -3.922 -0.0590
N 5.565 -4.840 -2.409 0.0724
H 6.345 -7.109 -1.386 0.0811
H 7.860 -7.147 -2.235 0.0829
H 6.384 -7.194 -3.096 0.0921
H 7.300 -4.977 -1.121 0.1371
H 7.658 -4.798 -4.242 0.1307
H 8.895 -5.109 -3.061 0.1178
H 8.033 -2.592 -4.835 0.0709
H 9.630 -2.679 -4.115 0.0882
H 8.486 -1.381 -3.538 0.0904
H 5.655 -3.872 -2.682 0.0304
H 5.202 -5.226 -3.269 0.0425
C 2.152 -7.872 0.986 -0.0415
C 1.846 -6.394 0.613 -0.4208
C 3.045 -5.439 0.361 -0.1607
O 3.855 -5.308 1.589 -0.1902
C 5.121 -4.713 1.387 -0.1113
N 0.757 -6.346 -0.382 0.0705
H 2.812 -8.286 0.224 0.0727
H 1.221 -8.437 0.960 0.0526
H 2.592 -8.101 1.957 0.0762
H 1.394 -5.969 1.509 0.1206
H 2.837 -4.486 -0.126 0.1068
H 3.616 -5.841 -0.476 0.0944
H 5.707 -4.762 2.305 0.0928
H 4.949 -3.676 1.096 0.0598
H 5.654 -5.273 0.620 0.0701
H 1.287 -6.796 -1.114 0.0666
H 0.652 -5.356 -0.553 0.0222
```

[2]
Here is 5 unconnected molecules or ions with the total composition C76H67ClN6O12S2 in a non-equilibrium geometry from the OMol25 dataset. Energies are from ωB97M-V/def2-TZVPD.

## Properties
- Charge: 0
- Maximum force: 5.63 eV/A
- Kohn-Sham gap: 7.401 eV
- HOMO: -8.44 eV

The geometry in XYZ format:
```
164
Properties=species:S:1:pos:R:3:lowdin_charge:R:1
C -6.091 0.492 -3.322 -0.1770
C -5.966 -0.945 -2.616 -0.4997
S -4.226 -1.471 -2.222 0.8969
C -3.270 -1.025 -3.790 -0.3251
C -2.347 -2.284 -4.312 -0.3151
C -3.398 -3.069 -5.203 -0.0585
C -3.234 -4.629 -5.400 -0.5783
N -3.452 -4.938 -6.865 0.0485
N -1.971 -5.285 -5.013 0.0812
N -4.363 -5.358 -4.689 0.0513
O -2.348 -3.076 -3.069 -0.1163
C -1.032 -3.444 -2.702 -0.3499
O -0.830 -4.124 -1.691 0.0886
C -0.077 -2.881 -3.850 -0.1177
C 1.191 -2.383 -3.041 -0.1931
C 2.471 -3.296 -3.502 -0.4398
S 3.248 -4.117 -1.984 0.8842
C 2.354 -5.732 -1.915 -0.5407
N 1.384 -6.206 -0.998 0.0226
N 1.038 -7.442 -1.454 -0.0098
C 1.798 -7.729 -2.611 -0.1103
O 2.671 -6.666 -2.945 -0.0494
C -0.872 -1.908 -4.899 -0.2240
C -0.712 -2.405 -6.423 -0.0333
C -1.493 -1.545 -7.507 -0.3514
O -1.234 -1.800 -8.721 0.0397
N -2.510 -0.508 -7.246 -0.1712
C -2.002 0.856 -7.687 -0.0866
C -3.689 -0.744 -8.177 -0.1027
C -0.396 -0.391 -4.852 -0.1739
C 0.772 0.087 -5.794 -0.6666
C 1.111 1.622 -5.351 -0.1369
Cl 2.361 -0.803 -5.729 0.6397
H -6.718 1.238 -2.708 0.0770
H -6.623 0.355 -4.336 0.0751
H -5.102 1.010 -3.537 0.0574
H -6.597 -0.891 -1.656 0.0848
H -6.427 -1.718 -3.334 0.0726
H -2.660 -0.117 -3.490 0.0771
H -3.987 -0.773 -4.640 0.0878
H -3.597 -2.611 -6.242 0.1028
H -4.416 -2.929 -4.672 0.1197
H -3.214 -5.916 -7.065 0.0717
H -4.407 -4.694 -7.150 0.0813
H -2.142 -6.048 -4.344 0.0949
H -1.410 -5.602 -5.813 0.0831
H -4.397 -6.268 -5.183 0.0729
H -4.138 -5.495 -3.694 0.0785
H 0.071 -3.813 -4.509 0.1388
H 1.139 -2.550 -1.902 0.0994
H 1.516 -1.307 -3.173 0.0817
H 3.324 -2.647 -3.921 0.0497
H 2.178 -4.149 -4.191 0.0799
H 1.716 -8.701 -3.210 0.1378
H 0.387 -2.430 -6.769 0.1208
H -1.071 -3.490 -6.577 0.1200
H -1.385 0.774 -8.640 0.1068
H -1.502 1.436 -6.848 0.0730
H -2.946 1.453 -7.967 0.1000
H -3.516 -0.303 -9.216 0.0990
H -4.637 -0.302 -7.698 0.1026
H -3.855 -1.872 -8.210 0.0852
H -1.316 0.258 -5.107 0.1047
H -0.135 -0.082 -3.771 0.1366
H 0.505 0.189 -6.909 0.0959
H 1.465 2.184 -6.289 0.0850
H 1.972 1.660 -4.611 0.0719
H 0.166 2.164 -4.979 0.0879
C -4.532 3.942 5.488 -0.0553
C -5.709 3.732 4.772 -0.0564
C -5.725 2.841 3.705 0.0002
C -4.560 2.166 3.341 -0.0951
C -3.376 2.395 4.042 -0.0949
C -3.367 3.277 5.124 -0.0011
C -2.120 1.724 3.635 -0.3020
O -1.085 1.922 4.249 0.0824
C -2.138 0.818 2.467 -0.0947
C -0.951 0.223 2.038 0.0107
C -0.961 -0.641 0.949 -0.0308
C -2.155 -0.922 0.290 -0.0582
C -3.340 -0.327 0.711 -0.0171
C -3.332 0.551 1.795 -0.0825
C -4.591 1.206 2.213 -0.2892
O -5.638 0.966 1.635 0.0974
H -4.522 4.630 6.326 0.1082
H -6.615 4.261 5.049 0.1074
H -6.646 2.678 3.154 0.1209
H -2.452 3.449 5.681 0.1241
H -0.017 0.435 2.549 0.1172
H -0.035 -1.098 0.614 0.1104
H -2.162 -1.602 -0.556 0.0631
H -4.265 -0.546 0.192 0.0652
C 3.807 -4.087 6.199 -0.0489
C 3.498 -4.761 7.378 -0.0531
C 2.285 -4.528 8.017 0.0038
C 1.382 -3.609 7.484 -0.0824
C 1.703 -2.915 6.316 -0.0761
C 2.913 -3.165 5.669 0.0013
C 0.774 -1.901 5.767 -0.2587
O 1.050 -1.296 4.744 0.0794
C -0.491 -1.626 6.482 -0.0719
C -1.344 -0.632 6.006 0.0194
C -2.543 -0.372 6.661 -0.0390
C -2.896 -1.110 7.788 -0.0517
C -2.044 -2.099 8.270 0.0029
C -0.834 -2.351 7.622 -0.0832
C 0.084 -3.380 8.161 -0.2781
O -0.219 -4.025 9.150 0.1018
H 4.750 -4.276 5.697 0.1113
H 4.203 -5.471 7.799 0.1082
H 2.048 -5.060 8.932 0.1212
H 3.161 -2.639 4.753 0.1093
H -1.075 -0.056 5.127 0.0880
H -3.204 0.406 6.292 0.1004
H -3.835 -0.912 8.295 0.1076
H -2.322 -2.667 9.151 0.1206
C 11.050 0.546 3.911 -0.0597
C 11.026 1.774 3.255 -0.0598
C 9.812 2.397 2.989 0.0005
C 8.616 1.788 3.370 -0.0845
C 8.640 0.546 4.005 -0.0836
C 9.861 -0.068 4.286 0.0014
C 7.377 -0.136 4.371 -0.2793
O 7.397 -1.219 4.929 0.0985
C 6.089 0.516 4.038 -0.0832
C 4.891 -0.140 4.324 0.0112
C 3.676 0.469 4.027 -0.0346
C 3.654 1.739 3.453 -0.0401
C 4.846 2.393 3.162 0.0033
C 6.066 1.778 3.445 -0.0874
C 7.329 2.468 3.099 -0.2809
O 7.311 3.577 2.592 0.0953
H 11.999 0.064 4.126 0.1066
H 11.954 2.247 2.952 0.1065
H 9.799 3.357 2.482 0.1200
H 9.886 -1.028 4.792 0.1204
H 4.902 -1.127 4.773 0.1028
H 2.745 -0.044 4.245 0.0789
H 2.706 2.217 3.228 0.1093
H 4.822 3.379 2.711 0.1160
C 3.292 8.122 -0.470 -0.0563
C 3.714 6.821 -0.203 -0.0537
C 2.778 5.822 0.039 0.0027
C 1.416 6.124 0.026 -0.0847
C 0.995 7.432 -0.217 -0.0846
C 1.936 8.429 -0.477 0.0022
C -0.446 7.776 -0.185 -0.2799
O -0.814 8.917 -0.401 0.1018
C -1.430 6.713 0.123 -0.0838
C -2.785 7.033 0.215 0.0039
C -3.718 6.038 0.491 -0.0512
C -3.300 4.721 0.667 -0.0473
C -1.951 4.400 0.583 0.0108
C -1.011 5.397 0.320 -0.0811
C 0.427 5.050 0.268 -0.2791
O 0.792 3.897 0.427 0.0986
H 4.023 8.899 -0.668 0.1078
H 4.773 6.586 -0.186 0.1095
H 3.112 4.810 0.242 0.1182
H 1.615 9.445 -0.681 0.1209
H -3.117 8.056 0.075 0.1209
H -4.771 6.289 0.567 0.1084
H -4.028 3.943 0.876 0.1025
H -1.632 3.372 0.726 0.1148
```